Entry 1:
Formula: ClTi2
Source: OMol25
Level of theory: ωB97M-V/def2-TZVPD

The geometry in ORCA input format:
```
! wB97M-V def2-TZVPD RIJCOSX def2/J DEFGRID3
* xyz 1 7
Ti 2.1515 0.8064 -1.4294
Ti -2.1792 -0.6491 1.4288
Cl 0.0277 -0.1573 0.0006
*
```

⟨S²⟩ ... 12.0019
E_HOMO (spin up / spin down) ... -10.953 / -14.568 eV
Frontier orbital gap (spin up / spin down) ... 6.65 / 10.52 eV
Relative energy (zero: lowest compared OMol25 entry of this formula, charge and spin) ... 3.39 kJ/mol

***

Entry 2:
Formula: C4H5ClN2
Source: OMol25
Level of theory: ωB97M-V/def2-TZVPD

The geometry in ORCA input format:
```
! wB97M-V def2-TZVPD RIJCOSX def2/J DEFGRID3
* xyz 0 1
Cl -0.6561 -2.8908 2.6896
N -1.0011 -0.3453 1.1941
N 0.4081 -2.2165 1.4869
C -0.9896 0.8315 0.3690
C 0.8369 -0.4251 -0.3031
C 0.2005 0.7135 -0.5384
C -0.0164 -1.0827 0.8767
H 1.7091 -0.8612 -0.7408
H 0.7676 -2.9464 0.8856
H -0.9413 1.7164 1.0077
H -1.9246 0.8843 -0.1961
H 0.4478 1.4703 -1.2598
*
```

E_HOMO ... -9.231 eV
Frontier orbital gap ... 9.97 eV
Relative energy (zero: lowest compared OMol25 entry of this formula, charge and spin) ... 200.65 kJ/mol

***

Entry 3:
Formula: C15H62AlNO20P
Source: OMol25
Level of theory: ωB97M-V/def2-TZVPD

The geometry in ORCA input format:
```
! wB97M-V def2-TZVPD RIJCOSX def2/J DEFGRID3
* xyz -1 1
P -0.2205 -2.4104 -3.3431
Al -0.7330 -0.3451 -2.3337
O 2.8858 0.9298 4.7511
O 0.4978 -2.4135 0.5783
O 2.6377 1.1897 0.9336
O 3.1395 -4.8964 3.2004
O 1.2801 4.6836 -7.6150
O -0.4662 2.5958 -8.9760
O -2.5313 0.5643 3.0198
O 5.5628 1.6900 6.1802
O -3.7557 2.9687 4.4693
O -1.9800 2.8338 7.1584
O 2.9203 1.8015 7.5184
O -2.8120 6.1457 -3.7415
O -0.4846 -1.4004 2.3104
O -5.3016 2.2741 2.0268
O 0.0055 -5.1433 3.7542
O 0.2228 1.5277 7.6934
O -1.3677 -5.2163 0.6874
O 5.1498 0.8061 2.6038
O 0.9592 5.7827 -3.4175
O 1.8031 -4.4544 -6.8383
N -0.3037 3.5210 -5.3144
C 2.5001 -2.5551 -3.7743
C -2.4640 -0.6058 0.0659
C 1.1994 -2.2684 -4.5490
C -2.5552 -0.3252 -1.4482
C -1.6677 -3.2107 -4.2052
C -1.4937 3.0425 -4.9477
C 0.6532 1.7479 -3.9730
C 0.4367 -1.5536 4.5482
C 0.6669 -1.7964 3.0580
C -0.6047 1.2497 -3.5983
C -0.5095 -1.9627 1.0638
C -2.6239 -3.8419 -3.1926
C 0.7398 2.8557 -4.7945
C -1.8444 -1.9973 0.3890
C -1.6964 1.9435 -4.1276
H -0.2071 -6.0629 3.9384
H -2.2790 3.0153 6.2529
H 5.8403 1.0424 3.2336
H 1.5306 -1.2234 2.7128
H -0.4108 1.0659 8.2467
H -1.7845 0.1492 0.4643
H -2.5028 -2.5037 1.1027
H -2.3662 3.5696 -5.3315
H 2.7314 1.7147 5.2881
H -2.1547 -4.6801 -2.6775
H 2.6838 -4.4811 -7.2244
H -1.6268 3.6785 7.4649
H -2.9715 -3.1196 -2.4550
H -2.7072 1.6393 -3.8799
H -1.7532 -2.6074 -0.5054
H -3.4244 -0.4771 0.5664
H 2.2068 0.3414 0.7751
H -0.5856 -1.2343 4.7511
H 0.9091 -2.8427 2.8911
H 0.3776 -0.0774 -1.1909
H -3.7408 2.6718 3.5481
H -3.4987 -4.2390 -3.7186
H -1.2658 -4.0268 -4.8133
H -5.1647 1.4355 2.4865
H 3.5870 2.0948 8.1477
H 0.6827 5.4164 -7.7921
H 2.6934 -3.6306 -3.7706
H 1.6084 -5.3690 -6.6109
H 1.5524 1.2823 -3.5869
H -1.5869 -5.3569 1.6137
H 1.2463 -1.2379 -4.9078
H 3.5449 -4.0266 3.2799
H -1.9102 6.1264 -4.0842
H -0.7446 -4.4782 0.7066
H -3.3007 -0.9666 -1.9301
H -0.5589 2.3907 -8.0393
H -6.2274 2.4848 2.1826
H -2.2076 -2.5331 -4.8716
H -2.9124 0.7093 -1.5441
H 2.8247 1.2151 1.8754
H 1.4747 5.8324 -2.6073
H 0.1228 3.3618 -8.9802
H 3.3732 -5.1872 2.3123
H -4.3605 3.7160 4.4528
H 0.9608 -5.1438 3.6126
H 1.0967 -2.9771 -5.3658
H 2.1179 1.6305 8.0424
H 0.8825 4.2482 -6.8425
H -2.9911 5.2290 -3.5086
H 1.7298 3.2282 -5.0530
H 3.5835 0.4564 5.2159
H 2.4069 -2.2617 -2.7278
H -0.3205 2.2172 7.2397
H 6.0639 2.0990 6.8909
H 4.3934 0.6582 3.1834
H 4.6387 1.7197 6.4646
H 1.1038 -0.7945 4.9510
H -2.4055 1.2908 3.6382
H 0.5858 4.8933 -3.4202
H 3.3592 -2.0490 -4.2223
H 0.6248 -2.4848 5.0823
H -1.7691 -0.0101 3.1802
*
```

E_HOMO ... -3.485 eV
Frontier orbital gap ... 4.80 eV
Relative energy (zero: lowest compared OMol25 entry of this formula, charge and spin) ... 0.00 kJ/mol

***

Entry 4:
Formula: C4H13NOS
Source: OMol25
Level of theory: ωB97M-V/def2-TZVPD

The geometry in ORCA input format:
```
! wB97M-V def2-TZVPD RIJCOSX def2/J DEFGRID3
* xyz 0 1
S -0.8369 -2.0105 -3.3361
O 1.3647 5.1635 1.4992
N -0.0179 -0.7526 1.0624
C -0.7180 -1.7751 -1.4745
C -0.7231 0.1464 0.1764
C 1.3908 -0.7733 1.3734
C -1.4504 -0.5269 -1.0301
H 1.0188 4.2885 1.6333
H 0.3136 -1.9142 -1.1750
H 0.0875 0.7924 -0.1746
H -1.3932 0.7861 0.7556
H 0.4430 -2.3335 -3.5573
H 1.9624 -0.5701 0.4677
H -1.2909 0.2296 -1.7940
H 1.5993 0.0299 2.0875
H -2.4617 -0.7087 -0.7594
H -1.2694 -2.6777 -1.2063
H -0.6229 -1.3724 1.5668
H 0.9247 5.7215 2.1434
H 1.6797 -1.7430 1.7414
*
```

E_HOMO ... -8.214 eV
Frontier orbital gap ... 8.85 eV
Relative energy (zero: lowest compared OMol25 entry of this formula, charge and spin) ... 149.14 kJ/mol

***

Entry 5:
Formula: BH7NO3PV
Source: OMol25
Level of theory: ωB97M-V/def2-TZVPD

The geometry in ORCA input format:
```
! wB97M-V def2-TZVPD RIJCOSX def2/J DEFGRID3
* xyz 1 1
V -2.2068 -2.5913 1.8014
P 1.3408 -0.1346 -0.0040
O -1.3470 0.8017 -0.4985
O -3.3233 -3.7962 1.9764
O -1.0541 -1.3265 1.6368
N 0.2360 2.3278 -1.5139
B -0.1178 1.1739 -0.7561
H 0.3628 -0.5621 1.1411
H -1.3712 0.1948 0.2420
H 1.2260 -0.8376 -1.2345
H 0.7832 2.0753 -2.3305
H 2.3260 0.8738 0.0876
H 2.2904 -1.1333 0.4353
H 0.8551 2.9341 -0.9832
*
```

E_HOMO ... -11.598 eV
Frontier orbital gap ... 3.84 eV

***

Entry 6:
Formula: C2H6O3P2
Source: OMol25
Level of theory: ωB97M-V/def2-TZVPD

The geometry in ORCA input format:
```
! wB97M-V def2-TZVPD RIJCOSX def2/J DEFGRID3
* xyz -2 1
P -0.9811 -1.6706 0.1559
P -2.8545 0.4344 -0.0096
O -3.4700 0.1465 -1.3357
O -2.9517 -0.8233 0.9299
O -3.3084 1.8073 0.5390
C -0.9035 0.1180 -0.2848
C 0.6804 0.7339 1.1130
H 0.2165 1.3414 1.8878
H -1.9872 -2.1213 -0.6557
H -0.5418 0.3306 -1.2445
H 1.0388 -0.1601 1.5249
H 1.4647 1.1394 0.5210
H -0.0690 -2.3155 -0.7584
*
```

E_HOMO ... 0.268 eV
Frontier orbital gap ... 6.68 eV
Relative energy (zero: lowest compared OMol25 entry of this formula, charge and spin) ... 248.95 kJ/mol

***

Entry 7:
Formula: C2H3N3O2
Source: OMol25
Level of theory: ωB97M-V/def2-TZVPD

The geometry in ORCA input format:
```
! wB97M-V def2-TZVPD RIJCOSX def2/J DEFGRID3
* xyz 0 1
O 2.1149 1.1262 0.0385
O 2.8394 -0.5681 -0.4131
N 2.1192 -1.3588 0.0485
N 0.9134 0.8853 0.2473
N -2.3456 -0.5031 -0.2343
C -1.3676 0.1731 0.1169
C 0.0532 0.0145 -0.1051
H 0.3494 -0.8743 -0.6723
H -1.5403 1.2467 0.6131
H -3.1361 -0.1414 0.3606
*
```

E_HOMO (spin up / spin down) ... -9.718 / -8.888 eV
Frontier orbital gap (spin up / spin down) ... 9.26 / 7.57 eV
Relative energy (zero: lowest compared OMol25 entry of this formula, charge and spin) ... 778.67 kJ/mol

***

Entry 8:
Formula: C3H3F3
Source: OMol25
Level of theory: ωB97M-V/def2-TZVPD

The geometry in ORCA input format:
```
! wB97M-V def2-TZVPD RIJCOSX def2/J DEFGRID3
* xyz 0 1
F 0.4873 -1.7708 -1.1691
F -1.3025 0.0076 1.5350
F -0.0450 -0.2684 -2.5860
C 0.0835 -0.4817 -1.2738
C 0.0187 0.1939 1.1485
C -0.0796 0.3783 -0.3414
H 0.6941 -0.6520 1.6156
H 0.4381 1.1452 1.6921
H -0.2947 1.4479 -0.6209
*
```

E_HOMO ... -10.624 eV
Frontier orbital gap ... 11.53 eV
Relative energy (zero: lowest compared OMol25 entry of this formula, charge and spin) ... 89.17 kJ/mol